1.
A structure of composition C37H41NO4PRuS4SeSi2. Source: OMol25; level of theory: wB97M-V/def2-TZVPD.

## Properties
Multiplicity: 2
Calculated total energy, a.u.: -6799.860439
Energy relative to the best compared isomer or geometry (same formula, charge and spin), eV: 1.8438
Net charge: -2
Kohn-Sham gap (spin up / spin down), Ha: 0.215 / 0.214
E_HOMO (spin up / spin down), eV: -1.68 / -1.64
Lowest unoccupied orbital energy (spin up / spin down), Eh: 0.153 / 0.153
F_max, Eh/bohr: 0.052

```
92
C37H41NO4PRuS4SeSi2 | OMol25 | wB97M-V/def2-TZVPD
Ru 0.13 0.74 1.45
C -4.93 1.67 1.73
Si -3.05 1.80 1.48
C -2.48 2.63 3.04
C -3.02 3.07 0.09
N -2.15 0.36 1.14
C -2.63 -0.93 1.09
C -4.01 -1.24 0.99
C -4.53 -2.52 0.95
C -3.69 -3.62 1.00
C -2.32 -3.39 1.06
C -1.81 -2.10 1.09
O -0.44 -1.88 1.00
C 0.41 -2.94 1.23
C 1.23 -3.37 0.20
C 2.16 -4.38 0.45
C 2.25 -4.95 1.71
C 1.42 -4.51 2.73
C 0.49 -3.50 2.49
H -5.29 2.68 1.95
H -5.22 1.01 2.55
H -5.45 1.33 0.82
H -3.00 3.58 3.17
H -1.41 2.84 2.99
H -2.65 1.99 3.91
H -3.34 4.04 0.51
H -3.72 2.80 -0.71
H -2.03 3.21 -0.33
H -4.70 -0.42 0.94
H -5.60 -2.66 0.86
H -4.07 -4.64 0.97
H -1.63 -4.22 1.08
H 1.19 -2.88 -0.76
H 2.83 -4.68 -0.35
H 2.99 -5.72 1.90
H 1.51 -4.92 3.73
H -0.14 -3.11 3.28
O 1.66 4.66 0.13
S 0.97 3.40 0.04
O 1.85 2.23 0.00
O -0.15 3.21 0.97
C 0.24 3.34 -1.59
C 0.13 4.53 -2.31
C -0.38 4.51 -3.60
C -0.75 3.30 -4.18
C -0.64 2.12 -3.45
C -0.17 2.11 -2.14
P -0.07 0.49 -1.19
C -1.58 -0.37 -1.82
C -2.75 0.34 -2.12
C -3.90 -0.32 -2.53
C -3.91 -1.70 -2.66
C -2.77 -2.42 -2.34
C -1.63 -1.76 -1.90
C 1.26 -0.29 -2.24
C 2.58 -0.13 -1.84
C 3.62 -0.69 -2.57
C 3.36 -1.44 -3.71
C 2.04 -1.59 -4.13
C 1.01 -1.02 -3.41
H 0.46 5.44 -1.84
H -0.49 5.43 -4.15
H -1.13 3.27 -5.19
H -0.92 1.19 -3.92
H -2.76 1.41 -2.02
H -4.80 0.25 -2.74
H -4.81 -2.22 -2.99
H -2.77 -3.50 -2.41
H -0.75 -2.34 -1.63
H 2.79 0.43 -0.94
H 4.65 -0.56 -2.23
H 4.17 -1.89 -4.28
H 1.82 -2.17 -5.02
H -0.01 -1.14 -3.76
S 0.84 0.96 6.09
C 0.54 0.92 4.45
S -0.47 -0.15 3.63
S 1.18 1.99 3.31
C 5.04 1.03 3.31
Si 4.43 0.51 1.63
C 4.69 1.98 0.50
C 5.55 -0.87 1.03
Se 2.42 -0.45 1.76
H 6.11 1.28 3.29
H 4.88 0.22 4.03
H 4.47 1.90 3.66
H 5.73 2.32 0.59
H 4.02 2.79 0.78
H 4.49 1.74 -0.54
H 6.60 -0.55 1.02
H 5.26 -1.19 0.03
H 5.45 -1.73 1.70
```

***

2.
A structure of composition C37H42BrF4N7P2SSeZn. Source: OMol25; level of theory: wB97M-V/def2-TZVPD.

## Properties
Calculated total energy, a.u.: -10053.110806
Energy relative to the best compared isomer or geometry (same formula, charge and spin), eV: 0.8343
Net charge: +2
Kohn-Sham gap, Ha: 0.279
E_HOMO, eV: -12.81
Lowest unoccupied orbital energy, Eh: -0.191
F_max, Eh/bohr: 0.009

```
96
C37H42BrF4N7P2SSeZn | OMol25 | wB97M-V/def2-TZVPD
Zn 0.17 0.06 0.04
F 0.01 -7.38 0.39
C -0.23 -6.13 0.04
C -1.01 -5.85 -1.07
F -1.52 -6.83 -1.79
C -1.25 -4.53 -1.42
F -2.01 -4.29 -2.48
C -0.72 -3.47 -0.69
P -1.11 -1.76 -1.24
C -2.92 -1.80 -1.00
C -3.86 -1.26 -1.87
C -5.21 -1.34 -1.57
C -5.64 -1.94 -0.40
C -4.70 -2.46 0.49
C -3.35 -2.38 0.20
C -0.59 -1.82 -2.99
C 0.56 -2.56 -3.27
C 1.04 -2.64 -4.57
C 0.38 -1.99 -5.60
C -0.73 -1.20 -5.32
C -1.21 -1.11 -4.02
C 0.03 -3.77 0.44
Br 0.66 -2.41 1.59
C 0.28 -5.09 0.80
F 1.01 -5.36 1.87
H -3.56 -0.79 -2.80
H -5.93 -0.94 -2.27
H -6.69 -2.00 -0.17
H -5.02 -2.92 1.41
H -2.63 -2.78 0.90
H 1.08 -3.07 -2.48
H 1.91 -3.25 -4.77
H 0.73 -2.08 -6.62
H -1.24 -0.67 -6.11
H -2.07 -0.48 -3.83
C 3.94 -1.14 2.62
N 4.22 -0.10 1.64
C 3.40 0.89 1.28
Se 1.65 1.21 1.83
N 4.06 1.67 0.41
C 5.32 1.16 0.16
C 6.37 1.58 -0.65
C 7.50 0.79 -0.66
C 7.59 -0.37 0.12
C 6.56 -0.78 0.94
C 5.42 0.02 0.95
H 2.98 -0.95 3.09
H 4.72 -1.12 3.39
H 3.93 -2.12 2.14
H 3.68 2.53 0.04
H 6.30 2.48 -1.24
H 8.34 1.08 -1.27
H 8.50 -0.96 0.08
H 6.65 -1.67 1.56
C 3.16 -0.04 -5.04
N 2.90 0.20 -3.63
C 2.08 1.37 -3.37
C 3.26 -0.66 -2.66
S 2.46 -0.77 -1.16
N 4.32 -1.46 -2.88
C 4.56 -2.67 -2.11
C 5.49 -1.02 -3.65
H 2.22 0.08 -5.58
H 3.51 -1.05 -5.20
H 3.88 0.67 -5.45
H 2.57 2.25 -3.80
H 1.95 1.52 -2.30
H 1.09 1.26 -3.83
H 3.62 -3.08 -1.75
H 5.22 -2.48 -1.26
H 5.03 -3.40 -2.77
H 5.40 0.03 -3.93
H 5.64 -1.62 -4.54
H 6.37 -1.12 -3.01
C -3.24 2.74 3.40
N -2.52 3.54 2.42
C -3.46 3.99 1.38
N -4.15 2.88 0.74
C -4.84 2.09 1.75
N -3.93 1.60 2.79
C -3.02 0.60 2.30
P -1.92 1.29 0.93
C -1.39 2.84 1.86
C -3.28 2.08 -0.09
H -3.99 3.37 3.88
H -2.54 2.38 4.15
H -2.91 4.56 0.63
H -4.20 4.63 1.85
H -5.33 1.24 1.28
H -5.60 2.71 2.22
H -3.59 -0.23 1.89
H -2.39 0.23 3.12
H -0.85 3.49 1.17
H -0.70 2.55 2.66
H -3.86 1.28 -0.56
H -2.84 2.70 -0.87
```

***

3.
A structure of composition C37H42IKN8O6PSe2. Source: OMol25; level of theory: wB97M-V/def2-TZVPD.

## Properties
Calculated total energy, a.u.: -8366.446421
Energy relative to the best compared isomer or geometry (same formula, charge and spin), eV: 0.9897
Net charge: -1
Kohn-Sham gap, Ha: 0.157
E_HOMO, eV: -3.80
Lowest unoccupied orbital energy, Eh: 0.017
F_max, Eh/bohr: 0.044

```
98
C37H42IKN8O6PSe2 | OMol25 | wB97M-V/def2-TZVPD
K -0.60 -0.20 -0.58
C 2.41 0.32 -4.57
C 2.21 -1.05 -3.95
N 3.02 -2.02 -4.31
C 2.80 -3.27 -3.84
C 1.67 -3.61 -3.14
C 1.40 -5.06 -2.84
O 0.71 -5.73 -3.91
C 0.77 -2.59 -2.77
C -0.57 -2.94 -2.34
N -1.46 -2.12 -1.92
C -2.82 -2.43 -1.95
C -3.44 -2.68 -3.18
C -4.82 -2.85 -3.28
C -5.61 -2.78 -2.15
C -5.02 -2.55 -0.91
C -3.64 -2.38 -0.82
I -2.82 -2.10 1.10
C 1.12 -1.23 -3.01
O 0.52 -0.23 -2.50
H 3.47 0.48 -4.79
H 2.03 1.10 -3.91
H 1.86 0.38 -5.51
H 3.54 -4.02 -4.10
H 0.86 -5.17 -1.90
H 2.35 -5.59 -2.73
H -0.02 -5.16 -4.20
H -0.86 -3.98 -2.49
H -2.82 -2.70 -4.07
H -5.26 -3.04 -4.25
H -6.69 -2.91 -2.22
H -5.62 -2.50 -0.02
O -6.32 6.14 -0.14
N -5.68 5.43 -0.89
O -5.88 5.42 -2.08
C -4.60 4.59 -0.32
C -4.35 4.79 0.98
C -3.33 4.07 1.67
C -3.06 4.29 3.03
C -2.09 3.54 3.64
C -1.42 2.57 2.88
N -1.64 2.36 1.60
C -2.58 3.10 0.98
C -2.85 2.87 -0.43
N -2.12 1.91 -1.04
C -2.38 1.61 -2.29
C -3.37 2.26 -3.03
C -4.10 3.25 -2.45
C -3.87 3.59 -1.09
H -4.94 5.51 1.52
H -3.62 5.05 3.57
H -1.85 3.67 4.69
H -0.67 1.93 3.36
H -1.75 0.84 -2.75
H -3.54 1.98 -4.07
H -4.87 3.76 -3.00
O -0.42 -3.13 5.25
C 1.00 -2.86 5.27
C 1.43 -2.18 3.96
C 2.96 -2.10 3.98
O 3.52 -1.69 5.24
C 1.03 -3.11 2.78
Se 1.54 -2.54 0.96
C 0.71 -0.82 3.86
Se 1.65 0.79 4.59
H -0.62 -3.67 6.02
H 1.57 -3.79 5.37
H 1.25 -2.22 6.11
H 3.28 -1.44 3.18
H 3.36 -3.09 3.76
H 3.19 -0.79 5.39
H -0.05 -3.25 2.78
H 1.49 -4.09 2.94
H -0.23 -0.87 4.41
H 0.49 -0.61 2.82
C 3.42 2.71 1.56
N 2.74 1.39 1.60
C 3.72 0.32 1.20
N 4.28 0.61 -0.10
C 4.91 1.91 -0.10
N 3.99 2.99 0.27
C 2.95 3.15 -0.76
P 1.86 1.65 -1.09
C 1.52 1.38 0.73
C 3.29 0.44 -1.17
H 4.21 2.69 2.31
H 2.70 3.48 1.83
H 2.41 1.17 2.63
H 3.19 -0.64 1.19
H 4.50 0.30 1.96
H 5.31 2.12 -1.10
H 5.74 1.90 0.61
H 3.44 3.42 -1.70
H 2.30 3.99 -0.49
H 1.02 0.42 0.88
H 0.84 2.16 1.07
H 3.78 0.55 -2.14
H 2.89 -0.57 -1.12
```

***

4.
A cluster of 2 separate species, C37H42N7O in total. Source: OMol25; level of theory: wB97M-V/def2-TZVPD.

## Properties
Calculated total energy, a.u.: -1893.411543
Energy relative to the best compared isomer or geometry (same formula, charge and spin), eV: 0.1803
Net charge: +1
Kohn-Sham gap, Ha: 0.171
E_HOMO, eV: -9.37
Lowest unoccupied orbital energy, Eh: -0.173
F_max, Eh/bohr: 0.058

```
87
C37H42N7O | OMol25 | wB97M-V/def2-TZVPD
C 0.93 4.91 -1.75
N 0.61 3.52 -1.96
C 1.58 2.61 -2.25
O 2.79 2.84 -2.33
C 0.88 1.27 -2.47
C 1.49 0.08 -1.70
C 2.91 -0.16 -2.05
C 3.40 -0.51 -3.30
N 4.78 -0.48 -3.25
C 5.20 -0.11 -1.97
C 6.48 0.13 -1.49
C 6.60 0.58 -0.16
C 5.46 0.74 0.65
C 4.18 0.44 0.16
C 4.04 0.07 -1.18
N -0.49 1.56 -2.07
C -1.43 0.59 -2.01
C -2.74 0.81 -1.60
C -3.67 -0.20 -1.41
C -5.09 0.01 -1.30
C -6.01 -1.06 -1.49
C -7.38 -0.87 -1.32
C -7.88 0.39 -0.96
C -7.00 1.47 -0.82
C -5.63 1.29 -1.01
C -0.73 2.98 -1.73
C -1.13 3.13 -0.26
C -1.72 3.66 -2.69
H 2.00 5.06 -1.92
H 0.36 5.55 -2.43
H 0.69 5.21 -0.72
H 0.92 1.03 -3.55
H 1.40 0.25 -0.61
H 0.88 -0.81 -1.92
H 2.86 -0.75 -4.20
H 5.40 -0.70 -4.02
H 7.33 -0.03 -2.15
H 7.59 0.79 0.25
H 5.56 1.10 1.68
H 3.30 0.43 0.80
H -1.10 -0.39 -2.37
H -3.06 1.84 -1.45
H -3.31 -1.24 -1.50
H -5.62 -2.03 -1.80
H -8.07 -1.71 -1.46
H -8.95 0.53 -0.77
H -7.38 2.46 -0.57
H -4.96 2.15 -0.92
H -0.38 2.65 0.39
H -1.19 4.20 0.00
H -2.10 2.67 -0.04
H -1.28 3.70 -3.69
H -2.67 3.13 -2.75
H -1.91 4.69 -2.33
C 5.54 -4.55 3.78
C 4.32 -5.21 3.56
C 3.22 -4.52 3.07
C 3.30 -3.14 2.77
C 2.16 -2.43 2.21
C 0.86 -2.86 2.00
N 0.25 -1.87 1.31
C -1.14 -1.82 0.83
C -2.07 -1.33 1.93
C -3.58 -1.49 1.75
C -4.16 -0.47 2.75
C -2.98 0.46 3.13
N -1.92 0.09 2.17
N 1.10 -0.83 1.16
N 2.25 -1.16 1.69
C 4.54 -2.48 2.98
C 5.64 -3.18 3.48
H 6.40 -5.09 4.16
H 4.23 -6.28 3.78
H 2.27 -5.03 2.89
H 0.40 -3.79 2.29
H -1.18 -1.15 -0.04
H -1.42 -2.85 0.54
H -1.82 -1.92 2.84
H -3.86 -1.22 0.72
H -3.90 -2.51 1.94
H -4.99 0.10 2.32
H -4.51 -0.99 3.64
H -3.24 1.53 3.09
H -2.68 0.24 4.18
H -1.00 0.36 2.48
H 4.62 -1.42 2.72
H 6.58 -2.65 3.65
```

***

5.
A cluster of 7 separate species, C37H43BrFN8O3P2 in total. Source: OMol25; level of theory: wB97M-V/def2-TZVPD.

## Properties
Calculated total energy, a.u.: -5455.713511
Net charge: +1
Kohn-Sham gap, Ha: 0.224
E_HOMO, eV: -10.44
Lowest unoccupied orbital energy, Eh: -0.160
F_max, Eh/bohr: 0.033

```
95
C37H43BrFN8O3P2 | OMol25 | wB97M-V/def2-TZVPD
C 1.46 0.06 -0.06
C 0.23 0.35 -0.45
C -0.98 0.19 0.42
C -2.26 0.46 -0.30
N -3.20 -0.21 0.23
F -4.43 -0.29 -0.28
C -2.78 -0.85 1.53
C -3.73 -1.77 2.30
N -3.74 -1.50 3.72
C -1.36 -1.24 1.05
Br -0.38 -1.93 2.52
P -1.63 -2.65 -0.19
P 0.34 -3.49 -0.67
O 1.43 -2.95 0.14
O 0.21 -5.06 -0.46
O 0.54 -3.27 -2.25
H 1.69 -0.67 0.70
H 2.29 0.58 -0.51
H 0.11 0.78 -1.43
H -0.87 0.83 1.31
H -2.38 1.08 -1.18
H -2.69 0.05 2.15
H -3.49 -2.82 2.10
H -4.74 -1.59 1.93
H -2.80 -1.33 4.06
H -4.23 -0.62 3.86
H -1.98 -2.05 -1.42
H 0.17 -5.56 -1.29
H -0.05 -3.82 -2.78
N -4.15 2.13 4.76
C -4.91 2.66 5.72
C -5.87 3.64 5.49
C -6.04 4.11 4.20
C -5.26 3.57 3.19
C -4.34 2.59 3.52
H -4.74 2.27 6.71
H -6.45 4.03 6.31
H -6.77 4.87 3.98
H -5.36 3.90 2.16
H -3.70 2.15 2.76
N 6.64 -3.07 -2.19
C 5.99 -3.38 -1.08
C 4.62 -3.24 -0.92
C 3.89 -2.74 -1.98
C 4.55 -2.41 -3.15
C 5.92 -2.59 -3.21
H 6.60 -3.76 -0.27
H 4.14 -3.51 0.01
H 2.82 -2.61 -1.89
H 4.02 -2.01 -4.01
H 6.48 -2.34 -4.11
N -7.44 -0.82 3.55
C -7.16 0.24 4.32
C -7.94 0.65 5.38
C -9.09 -0.07 5.67
C -9.41 -1.16 4.88
C -8.55 -1.50 3.84
H -6.25 0.77 4.06
H -7.66 1.51 5.97
H -9.73 0.23 6.49
H -10.29 -1.75 5.07
H -8.76 -2.35 3.21
N 0.70 3.49 -0.70
C 1.10 4.19 -1.77
C 2.16 5.08 -1.75
C 2.86 5.25 -0.57
C 2.46 4.54 0.55
C 1.38 3.68 0.43
H 0.53 4.03 -2.68
H 2.44 5.61 -2.65
H 3.70 5.94 -0.52
H 2.97 4.65 1.50
H 1.05 3.10 1.29
N 12.07 -6.08 -0.71
C 11.21 -5.56 0.16
C 10.13 -4.76 -0.20
C 9.94 -4.50 -1.55
C 10.82 -5.04 -2.47
C 11.87 -5.82 -2.00
H 11.40 -5.78 1.21
H 9.47 -4.36 0.55
H 9.11 -3.88 -1.88
H 10.71 -4.86 -3.53
H 12.58 -6.26 -2.68
N -0.09 4.85 -5.30
C -1.37 4.96 -5.62
C -1.91 4.44 -6.79
C -1.07 3.78 -7.67
C 0.27 3.67 -7.35
C 0.71 4.22 -6.16
H -2.00 5.49 -4.91
H -2.97 4.56 -7.00
H -1.46 3.36 -8.59
H 0.96 3.16 -8.01
H 1.75 4.15 -5.87
```